89
Properties=species:S:1:pos:R:3:lowdin_charge:R:1 method="wB97M-V/def2-TZVPD" total_energy_ha=-3356.37324 s_squared=0.82 spin_multiplicity=2
Ru 1.258 1.008 0.165 1.199
C 0.164 1.998 3.489 -0.208
C -0.895 2.889 2.846 -0.171
C -1.107 2.644 1.343 -0.282
N 0.125 2.632 0.593 -0.127
C 0.735 3.797 0.304 -0.208
C 0.223 5.029 0.724 -0.008
C 0.757 6.316 0.700 -0.064
C 1.956 6.755 0.164 -0.107
C 2.842 6.016 -0.599 -0.072
C 2.768 4.673 -0.980 -0.012
C 1.911 3.644 -0.583 -0.209
N 2.065 2.381 -1.022 -0.124
C 3.019 2.076 -2.057 -0.234
C 3.157 0.569 -2.242 -0.199
C 3.783 -0.085 -1.010 -0.271
N 2.837 -0.170 0.072 -0.147
C 3.113 -0.915 1.155 -0.241
C 4.349 -1.544 1.319 -0.016
C 4.865 -2.339 2.353 -0.066
C 4.226 -2.824 3.478 -0.107
C 2.891 -2.646 3.816 -0.067
C 1.917 -1.857 3.198 -0.015
C 1.965 -1.011 2.087 -0.203
N 0.916 -0.251 1.707 -0.123
C -0.317 -0.297 2.452 -0.241
C -0.267 0.554 3.731 -0.169
H 0.420 2.432 4.459 0.109
H 1.072 2.000 2.867 0.096
H -0.574 3.921 2.989 0.095
H -1.849 2.766 3.360 0.117
H -1.792 3.403 0.945 0.085
H -1.608 1.686 1.176 0.066
H -0.736 4.986 1.211 0.089
H 0.150 7.063 1.194 0.105
H 2.205 7.795 0.329 0.097
H 3.698 6.556 -0.983 0.103
H 3.553 4.380 -1.662 0.088
H 4.020 2.469 -1.816 0.113
H 2.682 2.543 -2.994 0.134
H 3.795 0.375 -3.106 0.116
H 2.179 0.116 -2.430 0.028
H 4.670 0.498 -0.700 0.129
H 4.110 -1.091 -1.300 0.069
H 5.059 -1.391 0.519 0.092
H 5.896 -2.637 2.223 0.104
H 4.815 -3.435 4.153 0.098
H 2.551 -3.175 4.697 0.103
H 0.966 -1.902 3.710 0.088
H -0.595 -1.330 2.705 0.109
H -1.109 0.078 1.804 0.072
H 0.442 0.100 4.427 0.099
H -1.250 0.539 4.203 0.116
S -2.354 2.214 -1.683 0.235
P -2.111 0.270 -1.561 0.071
S -0.221 -0.470 -1.554 0.345
C -3.037 -0.561 -0.196 -0.376
C -4.359 -0.204 0.039 -0.085
C -5.128 -0.962 0.902 -0.079
C -4.588 -2.080 1.521 -0.086
C -3.267 -2.429 1.296 -0.087
C -2.492 -1.670 0.441 -0.158
C -2.989 -0.616 -2.901 -0.374
C -2.947 -2.005 -2.896 -0.113
C -3.781 -2.724 -3.728 -0.087
C -4.648 -2.058 -4.583 -0.088
C -4.654 -0.673 -4.622 -0.080
C -3.831 0.050 -3.777 -0.098
H -4.779 0.656 -0.468 0.100
H -6.158 -0.691 1.084 0.102
H -5.199 -2.682 2.177 0.099
H -2.837 -3.298 1.775 0.100
H -1.458 -1.929 0.260 0.048
H -2.273 -2.499 -2.211 0.065
H -3.782 -3.806 -3.685 0.097
H -5.331 -2.623 -5.204 0.101
H -5.325 -0.155 -5.293 0.103
H -3.845 1.131 -3.774 0.067
C -1.121 -5.128 -1.282 -0.077
N -0.038 -4.209 -1.027 -0.067
C 0.840 -3.776 -1.950 -0.985
N 0.560 -3.941 -3.259 0.107
S 2.283 -3.122 -1.461 0.642
H -1.625 -5.339 -0.343 0.086
H -0.752 -6.068 -1.700 0.090
H -1.847 -4.696 -1.973 0.060
H 0.295 -4.122 -0.078 0.110
H -0.386 -4.116 -3.561 0.090
H 1.161 -3.455 -3.905 0.093



88
Properties=species:S:1:pos:R:3:lowdin_charge:R:1 method="wB97M-V/def2-TZVPD" total_energy_ha=-2004.05720 charge=+5 de_lowest_kcal_mol=49.1
N -7.938 -17.354 -7.304 -0.615
O -7.292 -17.638 -6.280 -0.072
O -9.096 -17.796 -7.456 -0.052
O -7.378 -16.792 -8.257 -0.068
C -10.003 -20.888 -6.743 0.028
N -8.772 -21.326 -7.364 -0.078
C -7.556 -20.805 -6.921 0.077
C -6.412 -21.488 -7.375 0.041
C -6.446 -22.411 -8.410 -0.145
C -7.689 -22.919 -8.836 0.095
C -8.835 -22.307 -8.230 0.019
C -5.169 -22.817 -9.113 -0.130
C -4.064 -23.454 -8.474 0.078
C -3.031 -23.919 -9.321 0.011
N -2.856 -23.659 -10.614 -0.076
C -3.859 -22.909 -11.237 0.082
C -5.046 -22.520 -10.482 0.055
C -1.665 -24.061 -11.380 0.051
H -9.996 -20.650 -5.679 0.129
H -10.768 -21.647 -6.908 0.112
H -10.252 -20.011 -7.340 0.099
H -7.506 -20.137 -6.074 0.136
H -5.438 -21.143 -7.060 0.129
H -7.793 -23.563 -9.696 0.139
H -9.829 -22.610 -8.525 0.153
H -4.103 -23.567 -7.401 0.138
H -2.261 -24.439 -8.769 0.154
H -3.747 -22.569 -12.256 0.147
H -5.692 -21.846 -11.025 0.128
H -1.219 -23.148 -11.773 0.118
H -1.890 -24.812 -12.138 0.128
H -0.939 -24.471 -10.677 0.113
C -5.841 -16.058 -0.356 0.024
N -5.101 -16.226 -1.556 -0.099
C -5.802 -16.220 -2.711 0.049
C -5.107 -16.361 -3.910 0.044
C -3.727 -16.371 -3.931 -0.114
C -3.038 -16.201 -2.727 0.067
C -3.739 -16.186 -1.521 0.066
C -3.033 -16.635 -5.287 -0.095
C -2.190 -17.723 -5.528 0.076
C -1.708 -17.908 -6.853 0.024
N -1.968 -17.095 -7.879 -0.096
C -2.812 -16.084 -7.639 0.022
C -3.413 -15.855 -6.394 0.067
C -1.219 -17.171 -9.142 0.050
H -6.770 -16.616 -0.476 0.119
H -6.170 -15.020 -0.316 0.133
H -5.219 -16.347 0.491 0.125
H -6.867 -16.051 -2.655 0.162
H -5.727 -16.562 -4.771 0.106
H -1.962 -16.291 -2.716 0.141
H -3.312 -16.053 -0.538 0.160
H -2.121 -18.525 -4.808 0.138
H -1.082 -18.701 -7.235 0.146
H -3.177 -15.515 -8.481 0.151
H -4.090 -15.015 -6.342 0.143
H -1.078 -18.218 -9.409 0.108
H -0.273 -16.634 -9.066 0.131
H -1.843 -16.716 -9.912 0.110
C -7.978 -14.659 -10.647 0.005
N -9.174 -15.264 -11.177 -0.074
C -9.839 -14.559 -12.228 0.075
C -11.076 -14.983 -12.783 0.071
C -11.588 -16.236 -12.285 -0.106
C -10.892 -16.962 -11.293 0.052
C -9.623 -16.517 -10.849 0.046
C -12.884 -16.739 -12.937 -0.117
C -12.971 -18.080 -13.396 0.059
C -14.239 -18.615 -13.771 0.054
N -15.293 -17.758 -13.913 -0.082
C -15.186 -16.457 -13.561 0.028
C -14.016 -15.885 -13.020 0.072
C -16.673 -18.264 -14.339 0.086
H -7.058 -15.187 -10.899 0.116
H -8.187 -14.645 -9.577 0.107
H -7.905 -13.637 -11.018 0.108
H -9.464 -13.594 -12.535 0.141
H -11.596 -14.372 -13.505 0.135
H -11.321 -17.834 -10.822 0.129
H -9.129 -16.887 -9.963 0.109
H -12.124 -18.746 -13.327 0.125
H -14.524 -19.632 -13.997 0.145
H -16.154 -15.982 -13.631 0.152
H -14.019 -14.837 -12.756 0.138
H -17.354 -17.843 -13.599 0.117
H -16.606 -19.352 -14.343 0.104
H -16.767 -17.950 -15.378 0.123



90
Properties=species:S:1:pos:R:3:lowdin_charge:R:1 method="wB97M-V/def2-TZVPD" total_energy_ha=-4806.40573 charge=+3 de_lowest_kcal_mol=22.6
Os -0.052 0.299 -0.318 1.144
C -1.197 3.979 12.780 -0.033
O -0.001 3.570 12.102 -0.046
C -0.077 3.213 10.821 -0.268
C 1.138 2.842 10.228 0.027
C 1.161 2.445 8.916 -0.018
C -0.019 2.409 8.158 -0.169
C -1.220 2.785 8.759 -0.001
C -1.260 3.189 10.078 0.015
C -0.025 1.997 6.773 -0.212
N -1.104 1.877 6.004 0.202
C -0.645 1.479 4.801 -0.164
C 0.738 1.341 4.797 -0.114
N 1.114 1.677 6.072 0.200
C 1.473 0.932 3.661 -0.039
C 2.871 0.773 3.558 0.058
C 3.420 0.374 2.366 0.002
C 2.590 0.128 1.267 -0.116
N 1.274 0.265 1.338 -0.094
C 0.713 0.670 2.502 -0.134
C -0.698 0.826 2.481 -0.131
N -1.316 0.582 1.284 -0.078
C -2.649 0.723 1.211 -0.101
C -3.413 1.099 2.308 0.008
C -2.798 1.356 3.516 0.086
C -1.407 1.221 3.617 -0.042
H -0.882 4.230 13.786 0.102
H -1.913 3.157 12.806 0.102
H -1.626 4.854 12.293 0.101
H 2.034 2.875 10.832 0.133
H 2.113 2.153 8.488 0.108
H -2.129 2.755 8.173 0.118
H -2.197 3.480 10.527 0.113
H 2.050 1.725 6.434 0.158
H 3.513 0.970 4.406 0.136
H 4.488 0.252 2.256 0.131
H 3.002 -0.172 0.310 0.117
H -3.093 0.540 0.245 0.064
H -4.482 1.199 2.191 0.130
H -3.366 1.665 4.385 0.145
O 0.998 1.893 -0.593 -0.137
C 1.581 1.532 -1.711 -0.530
O 1.321 0.313 -1.951 -0.227
C 2.362 2.418 -2.526 -0.150
C 2.529 3.752 -2.139 0.014
C 3.249 4.604 -2.955 -0.030
C 3.795 4.126 -4.141 -0.015
C 3.635 2.796 -4.522 -0.034
C 2.916 1.936 -3.718 0.006
H 2.094 4.110 -1.215 0.128
H 3.389 5.637 -2.671 0.124
H 4.348 4.800 -4.783 0.127
H 4.074 2.440 -5.444 0.122
H 2.780 0.900 -3.999 0.122
C 2.515 -3.701 1.434 -0.150
C 1.150 -3.723 0.754 -0.364
Sb 0.762 -2.152 -0.613 1.540
C -1.197 -2.769 -1.198 -0.425
C -1.415 -4.256 -1.485 -0.132
C 1.962 -2.473 -2.329 -0.365
C 2.169 -3.953 -2.639 -0.134
H 2.657 -4.617 2.007 0.092
H 2.605 -2.865 2.129 0.063
H 3.333 -3.644 0.714 0.076
H 0.331 -3.705 1.474 0.074
H 1.022 -4.591 0.104 0.063
H -1.416 -2.152 -2.066 -0.021
H -1.855 -2.442 -0.387 0.056
H -0.745 -4.636 -2.253 0.062
H -2.435 -4.428 -1.832 0.084
H -1.282 -4.866 -0.593 0.079
H 2.916 -1.978 -2.143 0.066
H 1.467 -1.922 -3.125 0.055
H 2.597 -4.504 -1.801 0.074
H 2.874 -4.041 -3.467 0.096
H 1.252 -4.452 -2.942 0.061
C -3.774 1.269 -4.380 -0.230
As -2.847 -0.113 -3.441 0.792
C -4.187 -1.247 -2.677 -0.211
C -1.851 -1.093 -4.751 -0.214
S -1.657 1.013 -2.040 0.285
H -4.422 0.803 -5.123 0.063
H -3.047 1.912 -4.871 0.057
H -4.366 1.850 -3.676 0.056
H -4.877 -1.523 -3.475 0.065
H -4.724 -0.682 -1.918 0.052
H -3.748 -2.142 -2.246 0.023
H -2.522 -1.281 -5.589 0.062
H -1.489 -2.039 -4.356 0.034
H -1.022 -0.471 -5.083 0.054



98
Properties=species:S:1:pos:R:3:lowdin_charge:R:1 method="wB97M-V/def2-TZVPD" total_energy_ha=-5948.29821 s_squared=8.88 charge=-1 spin_multiplicity=6
Mn -0.169 -0.377 -1.516 0.630
S 0.275 -7.645 -0.687 0.399
C 0.079 -6.005 -0.937 -1.544
S 1.157 -5.049 -1.862 0.875
C 0.345 -3.515 -1.684 -1.108
C -0.801 -3.521 -0.966 -1.151
S -1.831 -2.172 -0.613 0.506
S -1.242 -5.096 -0.344 0.879
S 1.068 -2.129 -2.476 0.631
F 2.727 -4.109 3.157 0.040
C 2.653 -2.745 3.144 -0.224
C 1.938 -2.135 2.151 0.073
C 1.822 -0.713 2.148 -0.062
C 1.175 -0.078 1.071 -0.270
O 0.743 -0.813 0.107 -0.222
C 1.032 1.344 1.103 -0.034
C 1.555 2.020 2.150 0.016
N 2.223 1.429 3.198 0.022
C 2.564 2.339 4.271 -0.242
C 2.606 2.013 5.729 -0.094
C 3.877 2.405 4.989 -0.093
C 2.415 0.040 3.208 -0.112
C 3.172 -0.620 4.162 -0.001
C 3.298 -2.043 4.143 -0.196
N 4.127 -2.621 5.159 -0.138
C 4.733 -3.920 4.922 -0.142
C 5.747 -4.159 6.062 -0.081
N 6.009 -2.816 6.675 0.023
C 4.804 -2.372 7.460 -0.083
C 3.601 -2.565 6.517 -0.128
C 0.280 2.136 0.067 -0.566
O 0.228 3.356 0.162 0.036
O -0.303 1.468 -0.871 -0.161
H 1.452 -2.709 1.379 0.128
H 1.430 3.092 2.192 0.129
H 2.132 3.305 4.052 0.139
H 2.478 0.986 6.029 0.074
H 2.161 2.738 6.396 0.096
H 4.613 1.645 4.783 0.082
H 4.287 3.389 5.166 0.094
H 3.737 -0.088 4.907 0.067
H 5.235 -3.897 3.954 0.141
H 4.016 -4.745 4.909 0.126
H 6.691 -4.575 5.717 0.129
H 5.347 -4.786 6.859 0.129
H 6.024 -2.160 5.875 0.177
H 6.874 -2.770 7.211 0.177
H 4.969 -1.326 7.720 0.130
H 4.753 -2.973 8.366 0.127
H 2.918 -1.723 6.610 0.126
H 3.044 -3.477 6.775 0.134
O -2.434 0.357 -7.197 -0.310
S -1.206 -0.263 -6.781 0.623
O -0.738 -1.411 -7.504 -0.303
N -1.244 -0.562 -5.171 0.017
C -0.425 0.227 -4.536 -0.520
O -0.295 0.330 -3.282 -0.219
C 0.384 1.159 -5.396 -0.127
C 1.311 2.107 -5.007 0.003
C 1.917 2.860 -6.007 -0.073
C 1.592 2.662 -7.347 -0.082
C 0.649 1.714 -7.729 -0.037
C 0.061 0.976 -6.721 -0.213
H 1.533 2.253 -3.958 0.123
H 2.647 3.613 -5.740 0.099
H 2.078 3.263 -8.105 0.097
H 0.388 1.562 -8.767 0.116
C -5.711 2.802 -0.925 -0.149
C -4.364 2.165 -0.615 -0.579
C -4.426 1.405 0.710 -0.175
Sb -3.415 0.896 -2.086 1.553
C -3.044 2.337 -3.671 -0.551
C -4.170 3.191 -4.245 -0.144
C -1.903 3.255 -3.233 -0.161
C -5.002 -0.295 -2.958 -0.567
C -6.339 0.323 -3.353 -0.150
C -5.252 -1.497 -2.047 -0.184
H -5.973 3.532 -0.150 0.068
H -6.504 2.053 -0.934 0.056
H -5.732 3.315 -1.886 0.049
H -3.611 2.956 -0.516 0.076
H -5.139 0.578 0.657 0.062
H -4.750 2.060 1.526 0.067
H -3.459 0.980 0.986 0.058
H -2.685 1.685 -4.474 0.057
H -4.450 3.987 -3.549 0.060
H -5.067 2.634 -4.501 0.040
H -3.826 3.677 -5.163 0.074
H -2.257 3.995 -2.509 0.072
H -1.516 3.812 -4.095 0.075
H -1.079 2.724 -2.763 0.032
H -4.497 -0.645 -3.866 0.079
H -6.925 0.590 -2.472 0.054
H -6.929 -0.412 -3.912 0.070
H -6.258 1.210 -3.976 0.040
H -5.676 -1.181 -1.089 0.061
H -4.344 -2.059 -1.832 0.005
H -5.979 -2.175 -2.508 0.069



93
Properties=species:S:1:pos:R:3:lowdin_charge:R:1 method="wB97M-V/def2-TZVPD" total_energy_ha=-6204.56363 s_squared=0.75 charge=+1 spin_multiplicity=2
Yb -0.731 0.787 -0.641 1.695
O -3.873 -1.982 -0.796 -0.252
S -3.209 -0.733 -0.891 0.560
O -2.022 -0.729 -1.842 -0.417
O -2.598 -0.164 0.375 -0.440
C -4.477 0.399 -1.524 -0.188
C -5.762 -0.162 -1.732 -0.011
C -6.846 0.698 -1.940 -0.053
C -6.634 2.027 -2.011 -0.070
C -5.375 2.625 -2.052 -0.012
C -4.280 1.786 -1.779 -0.227
S -2.715 2.568 -1.688 0.503
O -2.851 3.884 -2.222 -0.251
O -1.748 1.798 -2.474 -0.387
O -2.239 2.521 -0.246 -0.430
H -5.861 -1.229 -1.680 0.109
H -7.855 0.323 -1.965 0.118
H -7.502 2.632 -2.279 0.124
H -5.369 3.673 -2.089 0.107
C -1.777 -4.429 -4.048 -0.051
C -0.526 -3.790 -3.590 -0.238
C -0.126 -2.526 -4.024 -0.032
C 0.770 -1.800 -3.306 -0.283
C 1.139 -0.393 -4.011 -0.024
C 1.543 -2.299 -2.270 -0.339
As 2.626 -1.084 -1.173 1.389
N 1.354 0.375 -1.150 -0.381
C 1.970 1.612 -1.236 -0.499
C 3.124 1.975 -0.530 -0.120
C 3.653 3.273 -0.380 -0.058
C 3.021 4.301 -1.127 -0.087
C 1.860 3.978 -1.842 -0.070
C 1.290 2.682 -1.894 -0.061
C 2.111 -1.652 0.684 -0.280
C 3.115 -1.542 1.670 -0.306
C 4.544 -1.192 1.333 -0.069
C 2.763 -1.688 2.990 -0.061
C 1.515 -2.001 3.471 -0.280
C 1.337 -2.319 4.940 -0.034
C 0.527 -2.208 2.510 -0.014
C 0.802 -2.055 1.102 -0.245
C -0.380 -2.336 0.209 -0.068
C 1.317 -3.644 -1.972 -0.324
C 2.109 -4.475 -1.051 -0.079
C 0.305 -4.390 -2.615 0.002
H -1.648 -5.121 -4.860 0.073
H -2.604 -3.742 -4.352 0.096
H -2.252 -5.038 -3.257 0.087
H -0.565 -2.028 -4.841 0.111
H 1.503 0.359 -3.315 0.013
H 0.314 -0.018 -4.611 0.072
H 1.926 -0.785 -4.700 0.096
H 3.651 1.070 -0.177 0.048
H 4.635 3.473 0.042 0.105
H 3.374 5.292 -1.195 0.084
H 1.409 4.711 -2.486 0.105
H 0.441 2.557 -2.539 0.078
H 4.635 -0.135 0.996 0.069
H 4.824 -1.789 0.535 0.027
H 5.211 -1.489 2.198 0.109
H 3.544 -1.810 3.720 0.114
H 0.992 -1.461 5.559 0.082
H 2.242 -2.727 5.334 0.072
H 0.636 -3.103 5.095 0.069
H -0.442 -2.596 2.794 0.120
H -1.347 -2.123 0.790 0.101
H -0.405 -3.390 0.172 0.088
H -0.365 -1.965 -0.744 0.003
H 1.731 -4.503 -0.023 0.075
H 3.206 -4.275 -1.041 0.092
H 2.036 -5.587 -1.274 0.101
H 0.138 -5.443 -2.366 0.124
C 1.681 2.072 3.421 -0.062
C 1.293 1.409 2.064 -0.090
N -0.109 1.862 1.703 -0.217
C -0.064 3.305 1.654 -0.144
C 0.160 3.846 3.090 -0.055
N 0.469 2.681 4.007 -0.059
C -0.691 1.671 4.073 -0.018
C -1.103 1.297 2.616 -0.134
H 2.480 2.860 3.348 0.157
H 2.038 1.343 4.164 0.136
H 1.295 0.315 2.099 0.088
H 1.874 1.737 1.197 0.080
H -0.997 3.761 1.149 0.149
H 0.828 3.623 1.101 0.122
H -0.741 4.377 3.330 0.127
H 0.939 4.599 3.116 0.134
H 0.726 2.997 4.942 0.192
H -1.508 2.004 4.696 0.135
H -0.255 0.748 4.475 0.123
H -2.013 1.857 2.390 0.131
H -1.163 0.207 2.699 0.122